100
Properties=species:S:1:pos:R:3:forces:R:3 method="wB97M-V/def2-TZVPD" homo_ha=-0.327 largest_force_ha_per_bohr=0.0353 e_lumo_ev=0.42 e_above_lowest_kcal_mol=90.1 smiles=COC[C@H](C)N.COC[C@H](C)N.COC[C@H](C)N.COC[C@H](C)N.OCCO.OCCO.CO.CO
O 2.726061 -3.214099 4.241792 -0.21 0.32 0.00
O 1.992425 -0.453245 4.312755 0.34 0.68 -0.16
O -2.343501 -1.550724 4.606672 -0.26 -0.18 -0.16
O 0.833530 0.706310 2.096484 0.22 -0.12 0.17
O 0.957811 -4.077142 -6.154815 -0.19 -0.44 0.29
O 0.874196 1.990463 -0.473444 -0.89 0.13 -0.34
O -0.172467 5.300715 1.010587 0.39 -0.15 -0.13
O -2.313184 -2.046186 -4.768387 0.30 0.67 -0.68
O -1.378064 6.399533 -3.671342 -0.18 -0.08 0.41
O -2.070895 3.668362 -2.966847 0.47 0.25 -0.25
N -1.887057 -4.303796 5.177037 0.08 0.03 -0.26
N 3.264765 -3.897872 -4.617389 0.22 -0.39 -0.96
N -1.299810 0.768853 -2.644667 -0.05 -0.45 0.14
N -1.667164 2.920219 1.744456 0.40 1.14 0.00
C 0.999030 5.737054 0.363370 0.39 0.40 -0.01
C -1.125215 4.465683 -2.242816 -0.57 -0.11 0.46
C 1.516031 0.783299 -0.169450 0.61 -0.69 -0.60
C -0.663629 3.130311 3.970038 0.72 0.55 0.59
C 1.599406 -2.838166 -6.074559 0.61 0.18 0.27
C -2.541122 -3.391883 -4.572110 -0.06 -1.34 0.97
C -1.558864 5.905787 -2.328915 0.41 0.22 -0.28
C -1.953779 -0.291564 4.178597 0.40 1.23 -0.59
C 2.830466 -3.374563 2.830426 0.09 -0.47 -0.12
C 2.161941 -0.028606 5.653900 -0.53 -0.91 0.87
C 0.233966 -4.207603 -7.346584 -0.23 0.81 -0.18
C -1.643071 -1.441778 -3.678158 -0.61 -0.02 0.01
C 3.117348 -1.458403 -4.591682 0.10 -0.07 0.07
C -1.716418 -3.715544 7.536574 -0.07 1.13 -0.04
C -2.205090 -3.263627 6.175160 -0.58 -1.36 -0.06
C 0.183387 4.514126 2.136897 -0.36 0.33 0.63
C 1.963663 0.733764 1.245620 0.54 0.46 0.70
C -1.652018 -1.950926 5.751362 0.57 0.67 0.16
C -1.783137 0.053718 -3.859190 -0.04 0.84 0.39
C -1.036781 0.586662 -5.071068 1.67 -0.07 0.71
C 2.354955 -2.766308 -4.775036 0.18 -0.12 1.54
C -1.073584 3.874814 2.719095 0.34 -0.89 0.08
H -0.567682 -1.993639 5.557157 -0.05 -0.32 -0.13
H 3.557309 -4.074042 -3.668372 -0.12 0.27 0.12
H -3.117241 -3.877279 -5.357959 -0.02 0.56 -0.36
H 1.383598 -0.510146 6.265858 0.11 0.17 0.04
H -1.534316 3.454292 0.882603 -0.52 -0.51 -0.23
H 3.512785 -2.638589 2.399078 0.01 -0.01 0.01
H -0.582919 -3.469465 -7.359632 -0.06 -0.17 -0.05
H -2.048196 -2.975261 8.271060 -0.15 -0.25 0.13
H -2.158509 -5.217388 5.524519 0.06 0.07 0.17
H -3.300439 -3.185801 6.204656 0.03 0.41 0.28
H 1.643936 6.326450 1.034066 -0.08 -0.23 0.14
H 0.655327 5.168650 2.889183 -0.03 -0.04 -0.07
H -0.181691 -5.206215 -7.410104 0.10 -0.13 -0.05
H 2.632135 -0.125941 1.400034 -0.32 -0.18 -0.09
H -3.119181 -3.529180 -3.644206 0.07 -0.14 -0.01
H -1.478168 2.695128 4.541312 -0.18 -0.17 -0.28
H 3.179553 -4.379275 2.585960 0.05 0.07 -0.09
H 3.295386 -3.835948 4.696856 0.09 0.01 -0.04
H -2.151079 -4.683613 7.761575 0.28 -0.17 0.25
H 2.607511 1.600410 1.474467 -0.24 0.09 -0.10
H -1.765172 1.676700 -2.612619 0.19 -0.07 -0.11
H -1.182423 4.158549 -1.197334 0.09 -0.13 -0.04
H -0.097315 4.311698 -2.591644 -0.07 0.02 -0.10
H -2.169025 -1.744245 -2.756386 0.20 0.06 0.03
H -1.646715 0.257015 -1.833688 0.04 0.13 -0.04
H -1.755170 -1.178063 6.530915 -0.27 -0.16 0.13
H -1.611913 -3.971380 -4.471782 0.07 0.13 0.02
H -0.974924 1.677898 -5.040842 -0.82 0.00 -0.49
H -2.470030 -4.162922 4.356573 0.24 0.17 -0.03
H 0.887798 -2.000363 -6.091878 -0.03 -0.07 -0.25
H 1.577772 4.887591 -0.016072 -0.04 0.03 -0.08
H -2.618726 5.944410 -2.083521 -0.04 0.15 -0.14
H 1.643148 -2.773805 -3.930307 -0.32 -0.12 -0.38
H -0.628155 -3.679217 7.582106 0.07 -0.54 -0.06
H 3.969528 -1.651092 -3.939800 0.05 0.04 -0.03
H -1.294272 0.118743 -6.015917 -0.45 0.36 -0.08
H 2.324375 -1.356638 4.207817 -0.08 -0.07 0.39
H -2.032669 0.489368 4.951347 -0.23 -0.29 0.18
H -1.773465 4.661303 3.009506 -0.22 -0.03 -0.38
H -0.162957 3.834682 4.648818 -0.09 -0.06 0.00
H -0.911042 -0.237266 3.833813 -0.05 -0.35 0.01
H -2.582184 0.018509 3.345003 -0.05 -0.10 0.00
H 2.847086 -4.750851 -4.971115 -0.07 0.09 0.05
H -0.998529 2.152448 1.648707 -0.06 0.02 0.11
H -2.134811 4.094411 -3.834140 -0.11 -0.20 0.04
H -1.015969 6.539577 -1.625464 -0.04 -0.06 0.07
H 2.045173 1.043238 5.793291 0.01 0.09 -0.57
H 1.842451 -3.261886 2.386912 -0.04 0.13 0.10
H 0.899473 -0.104402 -0.354850 -0.29 0.20 -0.04
H 2.327978 -2.751438 -6.897310 -0.17 0.17 -0.05
H 2.484339 -0.744641 -4.071696 -0.05 0.34 -0.20
H 3.116811 -0.324001 6.099011 0.11 0.04 -0.33
H 0.905783 3.722767 1.890698 -0.11 0.05 -0.28
H -2.855236 0.273126 -3.951487 0.04 -0.26 -0.29
H -0.458850 6.678214 -3.724078 -0.04 0.00 -0.21
H 3.502432 -1.038477 -5.521661 -0.05 0.01 -0.03
H 1.149025 0.431831 2.979952 -0.10 -0.08 -0.25
H 2.384658 0.689307 -0.828287 0.27 -0.18 0.06
H 0.093872 2.389419 3.710456 -0.23 -0.25 0.06
H -0.594744 -1.765120 -3.601846 -0.03 0.04 -0.12
H 0.757620 6.428292 -0.444299 -0.25 -0.25 -0.09
H 0.299020 1.785628 -1.233577 0.12 0.25 0.13
H 0.043261 0.383894 -4.926731 -0.29 -0.42 0.07
H 0.880450 -3.963633 -8.199091 -0.06 -0.34 -0.12